{"formula": "C21H39BN2O7", "method": "ωB97M-V with the def2-TZVPD basis set", "mol_weight_g_mol": 442.36, "orbital_gap_ev": 3.859, "homo_energy_ev": 0.2, "charge": -2, "e_tot_ev": -40384.524, "symbols": ["O", "C", "O", "B", "C", "C", "O", "C", "C", "C", "C", "C", "C", "H", "H", "H", "H", "H", "H", "H", "H", "H", "C", "O", "C", "C", "N", "C", "C", "O", "C", "H", "H", "H", "H", "H", "H", "H", "H", "H", "H", "H", "H", "H", "H", "H", "C", "O", "C", "C", "N", "C", "C", "O", "C", "H", "H", "H", "H", "H", "H", "H", "H", "H", "H", "H", "H", "H", "H", "H"], "xyz": [[-1.598, 2.270, -2.934], [-0.649, 1.327, -2.889], [0.470, 1.489, -3.874], [-0.670, 0.009, -1.865], [0.726, -0.179, -1.013], [0.545, 0.627, 0.441], [0.360, 0.022, 1.618], [0.619, 2.293, 0.307], [2.126, 2.949, 0.384], [2.211, 4.602, 0.204], [0.796, 5.428, -0.019], [-0.702, 4.741, -0.095], [-0.782, 3.112, 0.074], [-1.558, 0.170, -1.085], [-0.838, -0.936, -2.561], [1.566, 0.434, -1.588], [1.085, -1.285, -0.881], [3.079, 2.264, 0.557], [3.283, 5.089, 0.225], [0.893, 6.597, -0.159], [-1.709, 5.315, -0.277], [-1.788, 2.483, 0.006], [4.286, -2.247, -5.662], [3.439, -3.208, -6.278], [3.913, -4.551, -6.123], [2.939, -5.356, -5.248], [2.995, -4.910, -3.853], [1.925, -5.469, -3.017], [0.481, -5.044, -3.348], [0.217, -3.661, -3.107], [0.533, -2.804, -4.196], [3.914, -1.251, -5.916], [4.267, -2.355, -4.575], [5.311, -2.339, -6.032], [4.934, -4.588, -5.724], [3.934, -4.994, -7.123], [3.204, -6.418, -5.299], [1.935, -5.229, -5.662], [2.926, -3.894, -3.825], [2.141, -5.157, -1.988], [1.994, -6.563, -3.033], [-0.179, -5.594, -2.668], [0.176, -5.333, -4.359], [0.399, -3.291, -5.167], [1.552, -2.429, -4.093], [-0.136, -1.940, -4.151], [-0.784, 3.938, 4.185], [-1.631, 2.977, 3.569], [-1.157, 1.634, 3.724], [-2.130, 0.828, 4.598], [-2.074, 1.275, 5.994], [-3.144, 0.716, 6.830], [-4.588, 1.140, 6.499], [-4.852, 2.524, 6.740], [-4.537, 3.381, 5.651], [-1.155, 4.934, 3.931], [-0.802, 3.829, 5.271], [0.242, 3.845, 3.814], [-0.135, 1.597, 4.123], [-1.135, 1.190, 2.723], [-1.866, -0.234, 4.547], [-3.135, 0.955, 4.184], [-2.143, 2.290, 6.021], [-2.928, 1.027, 7.859], [-3.075, -0.378, 6.813], [-5.249, 0.591, 7.179], [-4.893, 0.851, 5.487], [-4.670, 2.894, 4.680], [-3.518, 3.756, 5.753], [-5.206, 4.245, 5.695]], "forces_ev_per_angstrom": [[2.95, -3.51, 0.60], [1.36, 4.15, -4.15], [-4.16, -1.20, 4.14], [0.21, 1.45, -0.58], [2.31, 1.53, 1.80], [0.06, -2.66, 1.97], [0.93, 3.44, -5.84], [0.28, 2.00, 0.01], [-4.12, 2.87, -0.70], [-3.80, -2.89, -0.01], [0.03, -2.79, 0.23], [3.75, -3.34, 0.79], [3.83, 2.03, 0.08], [-0.81, -0.09, 0.47], [-0.22, -0.71, -0.20], [-1.58, -1.23, 1.04], [-0.74, 2.03, 0.28], [-2.34, 1.65, -0.48], [-2.60, -0.79, -0.09], [-0.28, -2.64, 0.30], [2.48, -1.02, 0.34], [2.52, 1.60, -0.04], [-0.33, 0.13, -0.13], [0.60, -0.33, 0.16], [-0.74, -0.04, -0.03], [0.40, 0.64, 0.23], [-0.03, -0.22, -0.25], [-0.01, 0.47, 0.03], [-0.02, 0.51, 0.60], [0.12, -1.18, -0.39], [-0.22, 0.53, 0.13], [-0.08, -0.20, 0.05], [0.16, 0.07, 0.05], [0.08, -0.03, 0.06], [-0.17, 0.13, 0.12], [0.01, -0.06, -0.01], [0.00, 0.00, 0.04], [-0.03, -0.07, -0.25], [-0.06, -0.25, -0.03], [-0.16, -0.03, -0.12], [0.00, -0.02, -0.12], [0.04, 0.02, 0.04], [0.13, 0.10, -0.15], [0.10, -0.20, 0.01], [0.06, 0.11, -0.21], [0.19, -0.08, 0.14], [-0.34, -0.19, -0.46], [0.34, 0.32, 0.63], [-0.69, -0.46, -0.37], [0.57, 0.58, -0.01], [-0.38, -0.19, 0.14], [0.18, 0.57, -0.12], [0.08, -0.15, 0.47], [-0.02, -0.42, -0.32], [-0.08, 0.20, 0.25], [-0.02, -0.13, -0.07], [0.18, 0.01, 0.23], [0.00, 0.02, 0.05], [-0.20, 0.09, -0.02], [0.15, 0.03, 0.28], [0.00, 0.10, 0.02], [-0.05, -0.08, -0.24], [0.07, -0.28, -0.07], [-0.18, -0.05, -0.03], [-0.05, 0.05, -0.13], [0.00, 0.08, 0.02], [0.16, 0.17, -0.06], [0.15, -0.02, 0.10], [0.08, 0.00, -0.30], [-0.03, -0.11, 0.06]], "mulliken_charge": [-0.720, 0.322, -0.829, 0.465, -0.356, -0.119, -0.699, 0.688, -0.282, -0.429, -0.341, -0.610, 0.157, -0.288, -0.392, 0.217, 0.064, 0.265, 0.241, 0.214, 0.253, 0.247, -0.744, -0.329, -0.812, -0.215, -0.365, -0.763, -0.504, -0.345, -0.560, 0.284, 0.307, 0.325, 0.404, 0.374, 0.384, 0.199, 0.116, 0.374, 0.416, 0.344, 0.351, 0.293, 0.113, 0.272, -0.810, -0.238, -0.558, -0.152, -0.356, -0.695, -0.473, -0.438, -0.550, 0.220, 0.382, 0.307, 0.401, 0.082, 0.409, 0.140, 0.102, 0.362, 0.401, 0.345, 0.350, 0.301, 0.176, 0.303]}

{"formula": "C18H15ClN4O3S", "method": "ωB97M-V with the def2-TZVPD basis set", "mol_weight_g_mol": 402.86, "orbital_gap_ev": 8.424, "homo_energy_ev": -8.4, "charge": 0, "e_tot_ev": -54370.097, "smiles": "Cc1csc2ncc(Cc3nn(CCc4ccc(Cl)cc4)c(=O)o3)c(=O)n12", "e_above_lowest_ev": 0.032, "symbols": ["C", "C", "C", "S", "C", "N", "C", "C", "C", "C", "N", "N", "C", "C", "C", "C", "C", "C", "Cl", "C", "C", "C", "O", "O", "C", "O", "N", "H", "H", "H", "H", "H", "H", "H", "H", "H", "H", "H", "H", "H", "H", "H"], "xyz": [[-1.962, -1.117, -2.484], [-2.587, -0.296, -1.419], [-3.560, 0.583, -1.797], [-4.111, 1.589, -0.469], [-3.015, 0.709, 0.630], [-2.871, 0.947, 1.915], [-1.950, 0.177, 2.631], [-1.201, -0.850, 2.079], [-0.142, -1.589, 2.871], [1.073, -0.739, 2.970], [2.143, -0.975, 2.273], [2.904, 0.126, 2.514], [4.229, 0.340, 1.920], [4.108, 0.528, 0.379], [3.040, 1.489, -0.049], [3.308, 2.886, -0.109], [2.349, 3.782, -0.558], [1.092, 3.273, -1.005], [-0.154, 4.437, -1.490], [0.853, 1.914, -0.943], [1.784, 1.010, -0.411], [2.233, 1.001, 3.366], [2.636, 2.068, 3.793], [1.075, 0.429, 3.645], [-1.414, -1.085, 0.665], [-0.763, -1.970, 0.103], [-2.319, -0.301, -0.050], [-2.472, -0.872, -3.448], [-0.898, -0.854, -2.531], [-2.007, -2.184, -2.325], [-3.930, 0.746, -2.793], [-1.746, 0.430, 3.690], [-0.507, -1.762, 3.845], [0.178, -2.543, 2.433], [4.829, -0.537, 2.149], [4.712, 1.232, 2.318], [5.071, 0.892, 0.008], [3.993, -0.437, -0.113], [4.244, 3.284, 0.226], [2.506, 4.846, -0.589], [-0.112, 1.635, -1.354], [1.585, -0.019, -0.262]], "forces_ev_per_angstrom": [[0.57, 0.02, -0.49], [-1.71, 0.40, -1.58], [0.95, -0.14, 1.63], [0.82, -0.86, 0.68], [0.21, -0.18, 1.09], [0.41, -0.49, -0.38], [0.36, -0.33, -0.85], [-1.86, 1.90, 0.06], [0.30, 0.43, -0.92], [0.52, -1.77, -1.71], [-1.01, 0.36, 0.80], [0.42, 1.47, 0.94], [-0.77, -0.17, -0.88], [0.65, -0.18, 0.33], [-0.07, 0.80, -0.03], [-0.99, -0.65, -0.23], [-1.29, -0.94, -0.42], [1.53, 0.69, 0.83], [0.58, -0.78, 0.05], [-0.85, 0.17, -0.22], [0.52, 1.87, -0.34], [3.44, 1.90, -0.59], [-0.63, -0.96, -0.30], [-1.38, -0.69, 0.29], [2.16, -2.23, -0.19], [-0.59, 0.54, -0.43], [-0.81, 1.68, 0.75], [0.58, -0.17, 0.79], [-0.14, -0.15, -0.27], [-0.08, -0.25, 0.21], [0.07, -0.05, -0.04], [-0.63, 0.13, -0.72], [-0.58, -0.35, 1.25], [-0.32, 0.39, -0.09], [0.17, 0.01, -0.01], [-0.48, -0.10, 0.48], [0.03, 0.04, 0.17], [-0.35, -0.06, 0.11], [0.47, -0.03, 0.08], [0.20, 0.18, 0.07], [0.00, -0.52, 0.30], [-0.41, -0.92, -0.22]], "mulliken_charge": [-1.087, 0.468, -0.546, -0.165, 0.404, -0.639, -0.259, 0.467, -1.357, 0.692, -0.908, 0.768, -0.735, -1.321, 0.336, -0.384, -0.669, 0.061, -0.245, -0.586, 0.119, 0.613, -0.677, -0.290, 0.577, -0.722, 0.195, 0.381, 0.204, 0.307, 0.413, 0.402, 0.493, 0.292, 0.325, 0.361, 0.514, 0.396, 0.407, 0.437, 0.319, 0.638]}

{"formula": "CH3O2S", "method": "ωB97M-V with the def2-TZVPD basis set", "mol_weight_g_mol": 79.10, "orbital_gap_ev": 7.572, "homo_energy_ev": -4.0, "charge": -1, "e_tot_ev": -16017.140, "e_above_lowest_ev": 0.640, "symbols": ["S", "H", "O", "C", "O", "H", "H"], "xyz": [[-1.730, 0.126, -1.920], [-1.998, -1.160, -1.567], [1.974, 0.250, 2.064], [1.236, 0.094, 1.063], [0.047, -0.300, 1.072], [1.667, 0.411, 0.076], [-1.195, 0.579, -0.787]], "forces_ev_per_angstrom": [[-0.49, -0.28, -0.82], [0.36, 0.70, 0.29], [0.22, -0.08, -0.62], [-0.22, 0.37, 1.32], [-0.13, -0.01, -0.71], [0.01, -0.17, -0.10], [0.26, -0.55, 0.64]], "mulliken_charge": [-0.362, 0.135, -0.667, 0.104, -0.628, 0.226, 0.192]}